The following is a quantum chemistry calculation of 2 unconnected molecules or ions with the total composition C4H12O3 at a distorted geometry, from the Open Molecules 2025 dataset.

Each line ends with the Löwdin charge.
Positions of all 19 atoms, in Å:
O 0.6966 1.1190 -0.6940  -0.070
O -0.6411 4.4837 -1.0228  -0.074
O 0.6424 -3.0056 1.8019  -0.070
C 0.6312 -2.5012 0.4543  -0.258
C -0.0024 -0.1518 -0.6280  -0.441
C 0.8377 -1.0124 0.3427  -0.158
C -1.3919 -0.0060 -0.1504  -0.049
H 1.2503 -2.3711 2.2007  0.073
H -1.3315 0.7130 0.6780  0.105
H 1.3203 -3.1501 -0.1123  0.122
H 0.1382 1.6788 -1.2483  0.077
H 0.1889 -0.4965 -1.6433  0.144
H -0.1606 5.3229 -0.9910  0.036
H -0.3553 -2.6446 0.0269  0.105
H -2.1636 -0.0245 -0.8993  0.081
H 0.6186 -0.6162 1.3499  0.122
H 1.8666 -0.6335 0.2047  0.125
H -1.6692 -0.9071 0.4303  0.085
H -0.4751 4.2032 -0.1001  0.045

Atomic forces in eV per Å
-0.6 0.1 0.4
0.5 0.2 1.2
0.2 1.1 -0.5
-0.4 -0.9 -0.9
2.3 -0.4 -0.5
1.1 1.8 0.9
-0.5 -1.6 1.5
0.0 -0.5 0.7
-0.7 0.6 -0.8
-0.1 0.6 -0.1
0.2 0.2 0.1
-0.9 -0.8 -0.1
-0.2 0.0 -0.5
-0.4 -0.6 0.1
-0.3 1.2 -0.3
-0.3 0.0 -0.1
-0.1 -0.8 -0.2
0.3 0.0 -0.3
-0.4 -0.3 -0.6

Computed properties:
- HOMO: -10.350 eV
- Frontier orbital gap: 0.407 hartree
- Multiplicity: 1
- SMILES string: C[C@@H](O)CCO.O
- Relative energy (zero: lowest compared OMol25 entry of this formula, charge and spin): 29.0 kcal per mole
- E_tot: -10483.882 eV

---

The following is a quantum chemistry calculation of a molecular structure, C15H5Cl9NO6S3W at a distorted geometry, from the Open Molecules 2025 dataset.

Each line ends with the Löwdin charge.
Positions of all 40 atoms, in Å:
W 0.4193 -0.3282 0.7561  1.764
Cl 0.6487 4.4721 0.6237  0.774
Cl -1.9408 -5.4208 0.0716  0.750
Cl 4.1801 0.1964 -2.2288  0.785
Cl -0.7397 -3.1099 1.7422  0.798
Cl 3.3347 5.3609 -0.7838  0.741
Cl -2.3918 -4.9984 -2.9969  0.760
Cl -0.7111 0.0508 -2.6320  0.761
Cl -1.7819 -2.2387 -4.2925  0.733
Cl 5.0819 3.2223 -2.2407  0.750
S -2.0152 0.2015 1.6330  0.782
S 1.9317 -0.6323 2.6136  0.453
S -3.5910 -0.7180 -0.8286  1.058
O 1.5966 -0.1906 -0.7030  -0.228
O 2.2748 0.5784 1.8338  -0.276
O 0.1897 1.4795 0.3701  -0.248
O 1.8041 -1.6605 1.4721  -0.390
O 2.6191 -1.0027 3.7752  -0.141
O 0.3820 -0.3763 2.7432  -0.500
N -4.2046 1.2332 0.6765  -0.033
C -1.4469 -2.5069 -2.6334  -0.737
C 1.2824 2.0303 -0.2367  -0.333
C -0.6390 -1.6800 -0.5032  -0.394
C 2.8382 3.7251 -0.8220  -0.676
C -5.2401 0.0092 -1.1134  -0.345
C 3.6329 2.7586 -1.4664  -0.671
C -1.5287 -3.9432 -0.6862  -0.707
C -1.7403 -3.7409 -2.0459  -0.687
C 2.0837 1.0730 -0.8414  -0.348
C -0.9140 -1.4884 -1.8658  -0.748
C -5.2928 1.3120 -0.3063  -0.162
C 3.2541 1.4207 -1.4765  -0.608
C 1.6519 3.3577 -0.2028  -0.608
C -3.2767 0.3251 0.5006  -0.964
C -0.9818 -2.9140 0.0498  -0.695
H -6.2432 1.4228 0.2072  0.131
H -5.3556 0.1847 -2.1778  0.089
H -5.9809 -0.7143 -0.7843  0.088
H -4.1102 1.9078 1.4235  0.156
H -5.1384 2.1816 -0.9402  0.130

Atomic forces in eV per Å
-3.2 -0.9 -0.6
0.0 0.0 0.0
0.0 0.0 -0.1
0.0 0.0 0.0
-0.2 -0.1 0.1
0.0 0.0 0.0
0.0 0.0 0.0
0.2 0.0 0.4
-0.1 -0.2 0.0
0.0 0.0 0.0
0.7 -0.1 0.3
0.7 0.1 0.8
-0.2 0.1 0.0
0.5 0.8 -0.4
0.2 -0.2 0.3
0.7 0.4 -0.3
0.2 0.0 0.1
-0.1 0.0 -0.1
0.2 0.0 0.5
-0.3 0.1 -0.1
0.0 -0.1 -0.2
0.1 -0.1 -0.1
0.4 0.2 0.0
0.1 0.0 -0.1
0.1 0.0 0.1
0.0 0.1 0.0
-0.1 -0.3 0.0
-0.1 -0.2 -0.3
-0.2 -0.2 -0.2
0.3 0.3 0.0
0.1 -0.1 0.0
0.3 -0.2 -0.2
-0.3 0.3 0.1
0.1 -0.2 -0.3
0.1 0.3 0.3
-0.1 0.0 0.0
0.0 0.0 0.0
0.0 0.0 0.0
0.0 0.0 0.0
0.1 0.1 0.0

Computed properties:
- HOMO: -11.892 eV
- Frontier orbital gap: 0.223 hartree
- Multiplicity: 1
- Relative energy (zero: lowest compared OMol25 entry of this formula, charge and spin): 27.9 kcal per mole
- Total charge: +1
- E_tot: -176438.314 eV

---

The following is a quantum chemistry calculation of 3 unconnected molecules or ions with the total composition C31H55Br3FIN3O4P at a distorted geometry, from the Open Molecules 2025 dataset.

Each line ends with the Löwdin charge.
Positions of all 99 atoms, in Å:
I 0.5091 -0.0841 5.5652  1.088
Br 2.2946 -3.5144 -0.2450  0.725
Br 1.0294 2.7657 3.3047  0.633
Br -1.1679 3.2886 5.2559  0.553
P 1.0595 1.3276 -1.8707  0.704
F 2.0528 -2.8505 4.6725  -0.085
O -0.4508 1.6581 -1.9422  -0.336
O 2.8668 0.0833 3.4936  -0.009
O 1.8078 1.2693 -3.3880  -0.270
O 1.7270 2.4747 -0.8018  -0.258
N -3.4989 5.7159 3.8065  0.147
N 1.8956 -1.1316 1.7476  0.061
N 0.1106 -2.9081 -4.9521  0.154
C 0.2861 -0.2978 0.2484  -0.139
C -1.6097 1.7604 4.0166  -0.747
C 0.5281 -1.5643 1.2383  -0.309
C 0.2737 -0.1203 3.4030  -0.600
C 1.1440 -3.4543 3.7625  -0.335
C 2.7297 -2.9403 -5.4629  -0.176
C -0.2726 -2.7525 3.5985  -0.116
C 0.4859 -2.9961 0.4998  -0.495
C -0.0778 -3.7549 -2.0418  -0.200
C -2.7360 2.3980 3.0323  -0.154
C 4.0701 1.5414 -0.9030  -0.080
C -2.7368 -2.2652 1.7486  -0.175
C 1.4050 3.6166 -4.3075  -0.091
C 1.1356 -0.4253 -1.1199  -0.192
C -1.8321 -1.1051 2.3712  -0.138
C 2.9945 -3.6591 -6.7880  -0.270
C 1.8314 -0.3121 2.9505  -0.491
C 3.1004 2.8096 -1.1488  -0.267
C 0.8312 -4.9204 4.3857  -0.051
C -1.7751 5.9752 1.7766  -0.187
C -2.7765 8.2233 1.1222  -0.114
C -3.5282 -1.7463 0.4262  -0.258
C 2.5243 -5.1097 -6.7805  -0.112
C -1.5137 7.4583 1.5037  -0.268
C 1.0898 2.0363 -4.3878  -0.278
C -0.3549 1.3102 3.0942  -0.680
C -0.2925 -1.4429 2.6471  -0.286
C -5.0360 -1.3164 0.7219  -0.117
C 1.2595 -2.9218 -5.1762  -0.201
C -2.7369 5.8263 2.9157  -0.238
C -0.6193 -3.1353 -0.6449  -0.256
H -1.1994 -2.2009 -0.8994  0.093
H 0.7728 4.1552 -3.5380  0.082
H 3.2473 -3.4441 -4.6423  0.118
H 0.3803 -4.8278 5.4339  0.096
H 3.0948 -1.9117 -5.5129  0.113
H -1.0185 -3.8298 -2.6977  0.078
H -2.9184 -0.9543 -0.1286  0.097
H -0.8405 5.4686 2.0322  0.101
H 0.6925 0.6699 0.7108  0.106
H 1.7949 -5.5203 4.3703  0.085
H 3.1925 3.1100 -2.2369  0.085
H 3.3967 3.6874 -0.4845  0.129
H -5.0152 -0.2349 1.0823  0.072
H -5.5776 -1.3110 -0.2894  0.081
H 3.0145 -5.6767 -5.9838  0.077
H 0.2815 -3.8529 1.2322  0.085
H 3.6813 0.9502 -0.0178  0.077
H -0.0215 1.8269 -4.4397  0.117
H 0.2966 -4.8201 -1.9308  0.068
H -3.5751 -2.5013 2.4987  0.113
H -2.0032 -0.2129 1.6720  0.095
H 2.5271 3.7822 -4.1823  0.074
H -3.2422 7.7920 0.2312  0.077
H -0.7219 1.4504 2.0177  0.083
H -0.7881 -2.5487 4.6027  0.106
H 0.6179 -1.0839 -1.8801  0.083
H -2.2908 -0.8541 3.3950  0.123
H 1.6996 -3.6725 2.8021  0.110
H 1.1435 4.0922 -5.3201  0.083
H -0.7849 7.5479 0.6933  0.108
H 4.1296 0.9368 -1.8679  0.077
H -2.1449 0.9189 4.5473  0.064
H -2.2079 3.2801 2.5242  0.055
H 0.0629 -5.4544 3.7213  0.083
H -0.7977 -0.2052 -0.0792  0.097
H 1.4432 -5.1819 -6.6389  0.071
H 5.0976 1.9927 -0.6649  0.087
H -1.3999 -3.9032 -0.2978  0.108
H -2.2194 -3.2466 1.5408  0.079
H 1.5176 1.7076 -5.4013  0.123
H -5.5361 -2.0306 1.4425  0.075
H -2.5379 9.2678 0.9089  0.071
H 4.0673 -3.6338 -6.9984  0.109
H -2.1926 5.4893 0.8907  0.121
H 0.6228 -3.0641 -2.5904  0.008
H 2.2286 -0.6624 -0.9457  0.060
H -3.5110 8.2171 1.9312  0.070
H -3.5451 -2.6600 -0.2721  0.101
H -3.1293 1.6478 2.2810  0.071
H 2.7592 -5.5899 -7.7330  0.073
H -3.5225 2.8532 3.7071  0.066
H 2.5374 -1.8765 2.0394  0.094
H -0.9156 -3.5974 3.1568  0.109
H -1.0699 7.9247 2.3885  0.113
H 2.4943 -3.1281 -7.6036  0.112

Atomic forces in eV per Å
-0.3 -0.5 -0.1
-0.5 0.3 0.8
0.1 -1.2 -1.3
-1.2 -1.3 0.2
-4.2 0.4 0.5
-0.9 -0.1 -1.1
3.7 -0.6 -0.2
-3.0 -1.0 -1.3
-1.3 0.6 2.3
0.4 -1.8 -2.8
2.2 0.4 -2.6
0.1 -0.5 1.8
2.6 0.0 -0.8
-0.1 -0.6 -1.1
-1.4 0.5 -1.8
1.5 1.8 1.0
2.3 -0.2 -0.8
-1.0 -2.5 1.3
-0.8 0.0 -0.1
0.6 0.0 -0.7
-0.9 -0.1 0.4
-1.8 0.2 0.1
1.3 0.7 0.9
-0.1 1.5 -0.2
-1.3 0.7 0.0
-0.3 -0.4 -0.7
0.4 1.3 0.2
-0.9 -0.6 0.4
0.0 -0.3 -0.2
1.4 0.7 -0.4
1.5 -0.4 0.4
0.0 0.5 -0.6
-0.4 0.2 0.7
0.0 0.1 0.0
0.3 -1.7 0.0
0.0 -0.1 -0.1
-0.1 0.3 -0.1
0.4 1.5 -2.2
-0.7 0.6 -0.1
-3.1 0.6 0.0
1.0 0.7 -1.1
-1.6 0.2 0.5
-1.6 -0.4 1.8
0.0 -1.3 -1.0
0.9 -0.9 0.6
1.0 -0.8 -0.6
-0.1 0.0 0.0
0.8 -0.1 -1.4
-0.1 0.0 0.1
1.4 0.1 0.8
-1.0 -0.8 0.8
-0.1 -0.1 0.1
-1.0 -1.6 -0.2
-1.3 0.7 0.3
-0.3 -0.2 1.4
-0.5 -1.3 -0.9
-0.4 -1.5 -0.1
0.5 0.0 1.6
-0.1 0.0 -0.1
0.5 1.5 -0.9
0.6 0.6 -1.1
1.4 0.2 0.6
-0.1 1.5 0.0
1.3 0.1 -0.9
0.6 -1.1 1.3
-1.6 -0.2 0.1
0.0 0.0 0.1
0.8 -0.5 1.6
1.1 0.0 -1.4
0.9 0.7 0.8
0.7 -0.2 -1.5
-0.7 0.7 1.0
0.3 -0.8 1.4
0.0 -0.1 0.1
-0.1 0.6 1.4
1.3 1.0 -0.1
-0.9 -1.4 0.4
1.2 0.7 0.9
1.4 0.2 0.6
0.1 0.0 0.1
-1.3 -1.0 -0.3
1.1 1.2 -0.3
-0.3 1.3 0.2
-0.5 0.2 1.6
0.6 1.0 -0.8
0.0 -0.1 0.0
-0.1 0.1 0.1
-0.1 0.0 0.1
-0.6 -1.1 0.9
-1.4 -0.2 -0.1
0.0 -0.1 -0.1
-0.1 1.4 0.8
0.4 0.9 0.9
0.0 0.0 0.1
0.7 -0.7 -1.1
-0.1 0.1 -0.8
0.9 1.5 0.3
0.0 -0.1 -0.1
0.1 0.1 0.1

Computed properties:
- HOMO: -8.878 eV
- Frontier orbital gap: 0.330 hartree
- Multiplicity: 1
- E_tot: -275930.404 eV

---

The following is a quantum chemistry calculation of 2 unconnected molecules or ions with the total composition C6H15O2 at a distorted geometry, from the Open Molecules 2025 dataset.

Each line ends with the Löwdin charge.
Positions of all 23 atoms, in Å:
O -2.9615 2.0961 -0.3258  -0.100
O -0.2043 1.9101 2.4533  -0.382
C 0.7762 -1.5885 -0.1254  -0.249
C 1.8284 -1.2972 -1.1970  -0.247
C -0.4929 -0.7558 -0.1060  -0.223
C 1.6106 -2.0041 -2.5559  -0.120
C -0.3337 0.6922 0.3896  -0.233
C 0.1334 0.7373 1.8601  -0.566
H -2.0571 2.0121 -0.6541  0.009
H -0.1704 -0.1220 2.5222  0.091
H 1.1549 -1.3187 -3.2872  0.057
H 1.6605 -0.2347 -1.4007  0.101
H 2.8344 -1.4356 -0.8109  0.095
H -1.3236 -1.1254 0.4959  0.105
H 1.2213 0.5848 1.8251  0.062
H 0.1870 1.5202 -0.0828  0.105
H 1.3933 -1.3607 0.7514  0.089
H 0.8192 -2.7483 -2.4777  0.062
H 0.4253 -2.6106 0.0810  0.106
H -1.3321 1.1147 0.5638  0.048
H -2.7510 2.2940 0.6017  0.037
H 2.5369 -2.2134 -3.0851  0.053
H -0.9707 -0.7931 -1.1015  0.100

Atomic forces in eV per Å
0.0 0.5 0.1
-0.1 0.1 -0.2
0.5 -0.4 1.8
-1.4 0.1 -1.2
-0.3 1.5 -1.5
-0.7 1.4 -0.4
-1.4 -0.4 1.8
0.5 1.0 1.1
-0.2 -0.1 -0.3
-0.5 -0.4 -0.8
-0.1 0.3 0.3
0.6 0.1 0.2
0.0 -0.1 0.0
0.5 -0.6 0.5
0.9 0.0 0.0
0.6 -0.5 -0.8
-0.7 0.1 0.5
0.7 -0.8 -0.1
0.7 -0.3 -0.8
0.4 -0.7 -0.3
-0.3 0.0 0.0
0.1 -1.0 0.3
0.3 0.1 -0.2

Computed properties:
- HOMO: -2.304 eV
- Frontier orbital gap: 0.211 hartree
- Multiplicity: 1
- Relative energy (zero: lowest compared OMol25 entry of this formula, charge and spin): 43.6 kcal per mole
- Total charge: -1
- E_tot: -10558.756 eV

---

The following is a quantum chemistry calculation of 9 unconnected molecules or ions with the total composition C13H31Cl8N5O10 at a distorted geometry, from the Open Molecules 2025 dataset.

Each line ends with the Löwdin charge.
Positions of all 67 atoms, in Å:
Cl 1.4148 0.6097 -6.5072  0.526
Cl 4.9081 -0.1602 -4.0263  0.540
Cl 4.2868 -1.3134 6.4187  0.532
Cl 1.7472 1.2625 -1.6686  0.557
Cl 0.5840 -1.8495 -1.2721  0.554
Cl 0.6573 2.6004 5.2317  0.598
Cl 2.0771 2.0278 2.3155  0.588
Cl 1.9097 -2.4300 2.8709  0.636
O -2.2894 5.4605 0.5172  0.057
O -4.0266 -2.3781 0.0650  0.038
O -0.7985 3.9194 0.1453  0.040
O -2.1073 -3.1461 0.3280  0.022
O 3.5885 -6.5599 0.6104  0.042
O 2.7069 -5.5231 -1.1979  0.018
O -3.6550 0.1306 -3.7249  0.056
O -1.4683 0.2307 -3.3847  0.014
O -3.0686 2.2748 -0.7542  0.059
O -2.8050 0.4661 0.4512  0.081
N -2.5652 0.6440 -3.8640  -0.412
N -3.4430 1.3027 -0.1556  -0.442
N -1.6634 4.4735 0.8612  -0.444
N -3.1643 -3.1448 -0.3127  -0.439
N 2.7756 -5.7904 0.0463  -0.386
C 3.6981 -2.2601 5.0283  -0.636
C -2.5729 1.9721 -4.5310  0.044
C 0.4181 -0.5662 -0.0264  -0.627
C 2.5422 3.2722 3.5081  -0.621
C 2.4669 -1.6055 4.3130  -0.653
C 1.2879 3.8039 4.1756  -0.723
C 2.4181 0.5120 -5.0339  -0.662
C -3.4398 -3.9857 -1.4745  0.054
C 1.7549 -5.0299 0.8450  -0.003
C 3.7811 -0.1653 -5.3999  -0.675
C -4.9057 1.2866 -0.0276  0.042
C 0.3486 0.8528 -0.6147  -0.647
C -1.9843 4.0188 2.1943  0.033
H 0.5417 4.0522 3.4209  0.032
H 2.5436 1.5322 -4.6711  0.051
H -3.0574 3.8400 2.1258  0.111
H -1.7486 4.8857 2.8116  0.108
H 2.7271 -0.6558 3.8456  0.029
H 3.5612 -3.2884 5.3627  0.068
H 1.9279 -0.1197 -4.2932  0.040
H -2.4633 -4.2295 -1.8931  0.100
H 0.8555 -5.6343 0.7277  0.104
H 1.3202 -0.7126 0.5677  0.017
H -3.9744 -3.3305 -2.1622  0.109
H 2.9909 4.0236 2.8583  0.071
H 3.6987 -1.1789 -5.7923  0.064
H 0.3583 1.6296 0.1499  0.005
H -5.3609 2.1838 -0.4469  0.102
H -3.6122 2.2484 -4.7085  0.095
H 4.5768 -2.2148 4.3849  0.056
H -1.2681 3.2146 2.3629  0.091
H 1.5604 -4.0397 0.4328  0.041
H 2.1185 -5.0246 1.8726  0.056
H 1.6677 -1.4814 5.0437  0.072
H -2.0424 2.7723 -4.0149  0.107
H 3.2208 2.8309 4.2380  0.071
H -5.1267 0.3496 -0.5387  0.101
H -0.5527 0.9133 -1.2246  0.029
H -5.1745 1.2141 1.0263  0.103
H -2.1165 1.6837 -5.4779  0.099
H -3.8342 -4.8904 -1.0118  0.113
H -0.4769 -0.7687 0.5619  0.056
H 4.3135 0.2571 -6.2521  0.056
H 1.4117 4.7254 4.7444  0.078

Atomic forces in eV per Å
-0.1 -0.1 0.0
-0.2 0.0 0.1
-0.5 0.2 0.3
-0.1 -0.2 0.2
-0.3 0.1 -0.1
-0.8 -1.0 1.0
0.0 -0.5 0.0
-0.3 -1.0 -0.2
0.1 -0.2 -0.3
-1.4 -0.1 -0.9
-1.6 0.8 1.9
-0.2 -1.5 -1.6
-2.2 1.9 -1.6
0.7 -1.4 3.3
0.5 -0.7 0.0
-2.9 0.7 -1.5
2.0 0.4 -1.0
0.3 0.4 -0.8
1.9 0.4 2.7
-1.3 0.8 1.7
1.5 0.7 -3.1
1.4 2.5 3.1
1.1 0.5 -2.2
0.2 0.3 -1.2
-0.1 -0.4 -1.1
0.8 0.5 -0.1
-0.3 0.5 -0.5
1.1 0.5 1.0
0.3 0.9 -0.8
1.4 -0.8 -0.3
1.6 0.0 0.1
0.3 -1.0 0.4
-0.3 0.2 -0.8
-0.8 -1.2 0.2
-0.2 -0.7 -0.2
0.9 -0.3 0.0
0.1 -0.2 -0.1
0.1 -0.3 0.0
0.3 -0.5 0.6
-0.3 -0.2 0.3
0.2 0.3 0.9
-0.3 0.2 -0.1
-0.2 0.3 -0.1
-0.1 0.0 -0.1
-0.1 0.1 0.3
-0.2 0.3 0.2
-0.6 -0.8 0.2
0.3 0.2 0.5
-0.6 -0.3 0.7
-0.3 -0.3 0.1
0.4 -0.4 -0.3
0.2 -0.1 0.1
-0.3 -0.4 -0.3
-0.8 -0.4 0.5
0.4 -0.2 -0.2
-0.3 0.0 -0.2
-0.1 0.0 -0.3
0.2 -0.6 0.2
0.1 0.2 -0.2
-0.8 0.1 0.1
0.2 0.3 0.0
0.2 -0.3 -0.1
0.2 0.7 -0.2
-0.7 0.1 -0.7
0.1 0.0 -0.1
-0.2 0.9 0.3
0.5 -0.1 0.1

Computed properties:
- HOMO: -10.118 eV
- Frontier orbital gap: 0.369 hartree
- Multiplicity: 1
- SMILES string: C[N+](=O)[O-].C[N+](=O)[O-].C[N+](=O)[O-].C[N+](=O)[O-].C[N+](=O)[O-].ClCCCl.ClCCCl.ClCCCl.ClCCCl
- Relative energy (zero: lowest compared OMol25 entry of this formula, charge and spin): 23.3 kcal per mole
- E_tot: -142073.962 eV

---

The following is a quantum chemistry calculation of C5H7N3 in the gas phase at a distorted geometry, from the Open Molecules 2025 dataset.

Each line ends with the Löwdin charge.
Positions of all 15 atoms, in Å:
N 2.1394 -0.6712 0.3090  0.045
N 0.7688 1.2313 -0.2854  0.051
N -1.4716 0.9493 0.3788  0.044
C -0.8973 -0.3476 0.6703  -0.241
C -0.2055 -0.6920 -0.6963  -0.233
C -1.0568 -1.6355 -0.0861  -0.085
C -0.4219 1.7229 0.0825  -0.229
C 1.0125 -0.1511 -0.2011  -0.508
H -1.9030 -1.8403 -0.7142  0.101
H 2.6404 0.0416 1.2162  0.148
H -0.7969 0.0844 -1.5047  0.213
H -0.4841 -2.6629 0.1892  0.174
H 1.6362 1.6244 -0.6852  0.167
H -0.1941 -0.4499 1.6123  0.191
H -0.7661 2.7965 -0.2853  0.162

Atomic forces in eV per Å
-1.3 2.6 2.0
2.8 1.0 0.3
1.9 1.5 1.8
0.9 -0.7 0.9
0.1 2.2 -3.4
0.3 -4.2 0.5
-4.5 1.9 -2.0
3.9 -1.3 1.5
-0.6 0.0 0.3
-2.0 -2.1 -4.1
2.0 -2.7 2.1
-1.7 2.6 0.3
-1.4 1.0 0.7
-1.8 0.4 -1.9
1.4 -2.1 1.2

Computed properties:
- HOMO: -8.521 eV
- Frontier orbital gap: 0.335 hartree
- Multiplicity: 1
- SMILES string: [H]/N=C1\NC=N[C@H]2C[C@H]12
- Relative energy (zero: lowest compared OMol25 entry of this formula, charge and spin): 155.6 kcal per mole
- E_tot: -9762.639 eV